Entry 1:
Here is a molecular structure, C30H35Br2F2N5O4Se2Zr from the OMol25 dataset. Energies are from the ωB97M-V functional and the def2-TZVPD basis.

The geometry in ORCA input format:
```
! RIJCOSX wB97M-V def2-TZVPD def2/J DEFGRID3
* xyz 0 1
Zr 0.2744 -0.3692 0.4221
Br -2.6467 -4.3687 1.9490
C -2.9747 -2.5696 2.4203
C -4.0932 -2.2437 3.2077
C -4.3383 -0.9498 3.5563
Br -5.8572 -0.5560 4.6234
C -3.4745 0.0945 3.1401
C -3.6126 1.4584 3.4699
C -2.6726 2.3503 3.0352
C -1.5932 1.8989 2.2623
N -1.4529 0.6433 1.9032
C -2.3680 -0.2575 2.3427
C -2.1024 -1.6090 1.9604
O -1.0315 -1.8444 1.2525
H -4.7553 -3.0322 3.5363
H -4.4486 1.7822 4.0743
H -2.7387 3.3987 3.2882
H -0.8217 2.5859 1.9448
F -4.7741 -1.4100 -1.9805
C -3.8229 -0.4763 -1.7699
C -2.7024 -0.8044 -1.0322
C -1.6934 0.1331 -0.8121
C -1.8614 1.4228 -1.3558
C -3.0100 1.7026 -2.0918
F -3.2122 2.9254 -2.6420
C -4.0075 0.7757 -2.3151
C -0.7976 2.4098 -1.0562
C -0.7624 3.7265 -1.5191
C 0.2679 4.5624 -1.1313
C 1.2522 4.0854 -0.2820
C 1.1702 2.7686 0.1199
N 0.1855 1.9475 -0.2570
H -2.6443 -1.8047 -0.6187
H -4.8872 1.0303 -2.8877
H -1.5343 4.0958 -2.1707
H 0.2958 5.5835 -1.4897
H 2.0705 4.7047 0.0554
H 1.9071 2.3397 0.7808
O 5.4865 2.7861 2.0621
C 5.6340 1.4031 2.3602
C 4.3607 0.6305 1.9547
C 4.7418 -0.8439 2.2032
O 3.6857 -1.7382 2.4943
C 3.2561 1.1483 2.8796
Se 1.3861 0.4752 2.8269
C 4.1204 0.9684 0.4786
Se 2.8561 -0.0727 -0.5994
H 6.2964 3.2385 2.3120
H 5.8120 1.2614 3.4324
H 6.4876 0.9829 1.8122
H 5.4597 -0.8782 3.0342
H 5.2462 -1.2253 1.3123
H 2.9907 -1.2590 2.9770
H 3.1834 2.2259 2.7444
H 3.5510 0.9728 3.9163
H 5.0660 0.8391 -0.0520
H 3.8711 2.0260 0.3988
C -0.8716 -3.5899 -4.0171
N -0.7274 -2.9313 -2.7293
C -0.8795 -3.8069 -1.5763
C -0.1535 -1.7194 -2.5797
O 0.4520 -1.4355 -1.5131
N -0.1684 -0.8575 -3.6207
C 0.7281 0.2898 -3.6036
C -1.3209 -0.7165 -4.5001
H -0.4194 -4.5812 -3.9502
H -0.3555 -3.0329 -4.7930
H -1.9215 -3.7107 -4.2912
H -1.8281 -4.3382 -1.6643
H -0.8891 -3.2365 -0.6524
H -0.0705 -4.5424 -1.5380
H 1.6348 0.0646 -3.0482
H 0.2482 1.1578 -3.1470
H 0.9863 0.5336 -4.6345
H -2.1308 -1.3691 -4.1883
H -1.0581 -0.9315 -5.5385
H -1.6815 0.3118 -4.4365
N 1.4279 -2.4287 0.8554
H 1.5961 -2.8668 -0.0440
H 0.8427 -3.0343 1.4229
H 2.3363 -2.2995 1.3074
*
```

For the gap between HOMO and LUMO, the calculation gives 6.8 eV.

---

Entry 2:
Here is a molecular structure, C30H35BrN8NaO2P in a non-equilibrium geometry from the OMol25 dataset. Energies are from the ωB97M-V functional and the def2-TZVPD basis.

The geometry in ORCA input format:
```
! RIJCOSX wB97M-V def2-TZVPD def2/J DEFGRID3
* xyz 0 1
Na -0.9283 -0.1900 -0.5847
C -4.4225 0.3780 4.0395
N -3.5900 -0.3017 3.0552
C -2.9790 -1.5454 3.2628
C -2.2456 -1.8447 2.1229
N -2.2713 -0.7495 1.2538
C -3.0654 0.2093 1.8237
P -3.2841 1.9401 1.1250
C -1.5414 2.5179 1.2816
N -0.5421 2.1052 0.4559
C 0.6414 2.7231 0.8842
C 0.2976 3.6541 1.8305
N -1.0485 3.5064 2.1146
C -1.7760 4.3561 3.0885
C -3.7131 1.4722 -0.6030
N -3.0001 0.7122 -1.4857
C -3.7233 0.7029 -2.6663
C -4.8856 1.4284 -2.5105
N -4.8546 1.9744 -1.2285
C -6.0222 2.7286 -0.7348
H -5.3926 0.6397 3.4871
H -3.9078 1.2658 4.4958
H -4.6694 -0.3853 4.8379
H -3.1929 -2.2593 4.0547
H -1.6420 -2.7359 1.9684
H 1.5609 2.3998 0.4273
H 0.9130 4.2066 2.4914
H -1.7151 5.3669 2.7561
H -1.2052 4.2913 4.0358
H -2.7938 4.0272 3.1257
H -3.4539 0.0835 -3.4989
H -5.6429 1.4426 -3.2786
H -5.9219 2.6781 0.3583
H -6.9232 2.2853 -1.1278
H -5.9147 3.7621 -1.1921
C -1.1833 -2.7739 -2.6582
O -0.0619 -2.0457 -2.0526
C 0.9810 -2.7326 -1.5665
C 1.6876 -3.7284 -2.2464
C 2.8318 -4.3226 -1.6431
Br 3.8303 -5.6440 -2.5557
C 3.3588 -3.8707 -0.4246
C 2.8038 -2.7555 0.1881
C 1.5965 -2.1438 -0.3658
O 1.1473 -1.0145 0.0212
C 3.3281 -2.2436 1.4360
N 2.8791 -1.2598 2.2191
C 3.7638 -1.0705 3.3227
C 3.6983 -0.1792 4.3573
C 4.8015 -0.1966 5.2276
C 5.7325 -1.2393 5.2037
C 5.7068 -2.1861 4.1760
C 4.6333 -2.1848 3.2889
N 4.4745 -2.7367 2.0448
H -0.9628 -3.8229 -2.7459
H -1.3809 -2.2747 -3.5998
H -2.0558 -2.6933 -1.9927
H 1.2751 -4.0487 -3.2420
H 4.2901 -4.3400 -0.1163
H 2.1222 -0.5798 1.8609
H 2.8463 0.4493 4.5577
H 4.9809 0.6740 5.8879
H 6.4708 -1.2923 6.0243
H 6.5952 -2.8506 4.0568
H 4.8058 -3.6866 1.9041
C 2.0505 2.4489 -5.6796
C 1.5403 1.1214 -5.1718
C 1.0768 0.2079 -6.2904
C 0.6054 1.1850 -3.9997
H 3.1057 2.3696 -5.9362
H 2.0245 3.2231 -4.8825
H 1.5199 2.7677 -6.5598
H 2.4230 0.4982 -4.8473
H 0.4339 0.6331 -7.0066
H 0.5345 -0.6759 -5.8383
H 1.9543 -0.1580 -6.8430
H 0.5362 2.0628 -3.3198
H 0.0540 0.2644 -3.6579
*
```

For the gap between HOMO and LUMO (spin up / spin down), the calculation gives 5.4 / 3.1 eV.

---

Entry 3:
Here is 5 unconnected molecules or ions with the total composition C30H35F4O3P in a non-equilibrium geometry from the OMol25 dataset. Energies are from the ωB97M-V functional and the def2-TZVPD basis.

The geometry in ORCA input format:
```
! RIJCOSX wB97M-V def2-TZVPD def2/J DEFGRID3
* xyz 0 1
C 5.7210 -0.8121 -0.8711
C 6.1302 0.6401 -0.5638
O 5.4091 1.5921 -1.3173
C 4.1198 1.8261 -0.8001
C 3.3691 2.6841 -1.7986
O 2.1344 3.0899 -1.2063
P 0.7493 2.5910 -1.9587
O -0.1071 2.1608 -0.6235
C -0.5941 0.8272 -0.5002
C -1.2163 0.2397 -1.7727
H 5.3821 -1.3199 0.0319
H 4.9110 -0.8184 -1.5982
H 6.5644 -1.3783 -1.2615
H 6.0695 0.8476 0.5090
H 7.1763 0.7723 -0.8406
H 3.5744 0.8880 -0.6423
H 4.1646 2.3731 0.1483
H 3.9592 3.5740 -2.0235
H 3.2321 2.1415 -2.7374
H 1.2365 1.3279 -2.4459
H 0.1677 0.1407 -0.1165
H -1.3805 0.8579 0.2529
H -2.0335 -0.4276 -1.4932
H -1.6033 1.0053 -2.4423
H -0.4994 -0.3932 -2.2963
F -2.2267 -0.5266 2.4204
C -3.3622 0.1957 2.5595
C -3.4531 1.1028 3.5952
C -4.6144 1.8483 3.7305
C -5.6663 1.6745 2.8424
C -5.5541 0.7537 1.8111
C -4.3939 0.0079 1.6608
H -2.6248 1.2181 4.2814
H -4.6965 2.5673 4.5342
H -6.5711 2.2561 2.9541
H -6.3721 0.6127 1.1176
H -4.2884 -0.7096 0.8572
F 0.6280 3.0604 -4.8327
C 1.2453 3.8928 -5.6971
C 1.9500 4.9658 -5.1894
C 2.5891 5.8185 -6.0774
C 2.5099 5.5940 -7.4451
C 1.7914 4.5094 -7.9286
C 1.1536 3.6445 -7.0511
H 1.9901 5.1242 -4.1197
H 3.1504 6.6618 -5.6981
H 3.0077 6.2640 -8.1329
H 1.7255 4.3342 -8.9940
H 0.5937 2.7894 -7.4049
F -7.2300 -5.1433 2.8135
C -5.9035 -5.0392 2.5853
C -5.1728 -6.1883 2.3618
C -3.8103 -6.0738 2.1235
C -3.2003 -4.8266 2.1193
C -3.9581 -3.6874 2.3524
C -5.3230 -3.7873 2.5832
H -5.6674 -7.1502 2.3756
H -3.2232 -6.9639 1.9405
H -2.1423 -4.7377 1.9337
H -3.4854 -2.7147 2.3552
H -5.9324 -2.9104 2.7597
F -0.3344 -4.1701 2.7578
C 0.6692 -3.4535 3.3102
C 0.7105 -2.0938 3.0839
C 1.7379 -1.3576 3.6555
C 2.7029 -1.9868 4.4306
C 2.6384 -3.3576 4.6392
C 1.6113 -4.1040 4.0794
H -0.0481 -1.6237 2.4737
H 1.7828 -0.2888 3.4939
H 3.5036 -1.4088 4.8719
H 3.3902 -3.8507 5.2405
H 1.5368 -5.1718 4.2344
*
```

For the gap between HOMO and LUMO, the calculation gives 9.1 eV. Its structure (SMILES) is CCOCCOPOCC.Fc1ccccc1.Fc1ccccc1.Fc1ccccc1.Fc1ccccc1.

---

Copy entry 1 word for word.
Here is a molecular structure, C30H35Br2F2N5O4Se2Zr from the OMol25 dataset. Energies are from the ωB97M-V functional and the def2-TZVPD basis.

The geometry in ORCA input format:
```
! RIJCOSX wB97M-V def2-TZVPD def2/J DEFGRID3
* xyz 0 1
Zr 0.2744 -0.3692 0.4221
Br -2.6467 -4.3687 1.9490
C -2.9747 -2.5696 2.4203
C -4.0932 -2.2437 3.2077
C -4.3383 -0.9498 3.5563
Br -5.8572 -0.5560 4.6234
C -3.4745 0.0945 3.1401
C -3.6126 1.4584 3.4699
C -2.6726 2.3503 3.0352
C -1.5932 1.8989 2.2623
N -1.4529 0.6433 1.9032
C -2.3680 -0.2575 2.3427
C -2.1024 -1.6090 1.9604
O -1.0315 -1.8444 1.2525
H -4.7553 -3.0322 3.5363
H -4.4486 1.7822 4.0743
H -2.7387 3.3987 3.2882
H -0.8217 2.5859 1.9448
F -4.7741 -1.4100 -1.9805
C -3.8229 -0.4763 -1.7699
C -2.7024 -0.8044 -1.0322
C -1.6934 0.1331 -0.8121
C -1.8614 1.4228 -1.3558
C -3.0100 1.7026 -2.0918
F -3.2122 2.9254 -2.6420
C -4.0075 0.7757 -2.3151
C -0.7976 2.4098 -1.0562
C -0.7624 3.7265 -1.5191
C 0.2679 4.5624 -1.1313
C 1.2522 4.0854 -0.2820
C 1.1702 2.7686 0.1199
N 0.1855 1.9475 -0.2570
H -2.6443 -1.8047 -0.6187
H -4.8872 1.0303 -2.8877
H -1.5343 4.0958 -2.1707
H 0.2958 5.5835 -1.4897
H 2.0705 4.7047 0.0554
H 1.9071 2.3397 0.7808
O 5.4865 2.7861 2.0621
C 5.6340 1.4031 2.3602
C 4.3607 0.6305 1.9547
C 4.7418 -0.8439 2.2032
O 3.6857 -1.7382 2.4943
C 3.2561 1.1483 2.8796
Se 1.3861 0.4752 2.8269
C 4.1204 0.9684 0.4786
Se 2.8561 -0.0727 -0.5994
H 6.2964 3.2385 2.3120
H 5.8120 1.2614 3.4324
H 6.4876 0.9829 1.8122
H 5.4597 -0.8782 3.0342
H 5.2462 -1.2253 1.3123
H 2.9907 -1.2590 2.9770
H 3.1834 2.2259 2.7444
H 3.5510 0.9728 3.9163
H 5.0660 0.8391 -0.0520
H 3.8711 2.0260 0.3988
C -0.8716 -3.5899 -4.0171
N -0.7274 -2.9313 -2.7293
C -0.8795 -3.8069 -1.5763
C -0.1535 -1.7194 -2.5797
O 0.4520 -1.4355 -1.5131
N -0.1684 -0.8575 -3.6207
C 0.7281 0.2898 -3.6036
C -1.3209 -0.7165 -4.5001
H -0.4194 -4.5812 -3.9502
H -0.3555 -3.0329 -4.7930
H -1.9215 -3.7107 -4.2912
H -1.8281 -4.3382 -1.6643
H -0.8891 -3.2365 -0.6524
H -0.0705 -4.5424 -1.5380
H 1.6348 0.0646 -3.0482
H 0.2482 1.1578 -3.1470
H 0.9863 0.5336 -4.6345
H -2.1308 -1.3691 -4.1883
H -1.0581 -0.9315 -5.5385
H -1.6815 0.3118 -4.4365
N 1.4279 -2.4287 0.8554
H 1.5961 -2.8668 -0.0440
H 0.8427 -3.0343 1.4229
H 2.3363 -2.2995 1.3074
*
```

For the gap between HOMO and LUMO, the calculation gives 6.8 eV.